Record 1
{"formula": "C32H36N9O5Sc", "method": "ωB97M-V/def2-TZVPD", "e_above_lowest_ev": 0.155, "e_lumo_ev": 0.35, "homo_ev": -7.186, "spin_multiplicity": 1, "energy_ha": -2871.00455, "species": ["H", "C", "C", "H", "H", "C", "O", "H", "H", "H", "C", "C", "C", "H", "H", "C", "C", "C", "C", "C", "H", "N", "C", "C", "H", "O", "O", "O", "H", "H", "H", "C", "C", "O", "H", "N", "C", "C", "N", "H", "H", "C", "H", "H", "C", "C", "C", "C", "H", "H", "C", "H", "H", "Sc", "H", "C", "H", "H", "H", "H", "C", "H", "N", "C", "N", "C", "C", "H", "H", "C", "H", "C", "N", "N", "C", "N", "H", "H", "H", "H", "C", "H", "N"], "positions_angstrom": [[-5.756, 4.008, 0.168], [2.330, -3.764, 1.760], [-5.393, 1.868, 0.236], [-2.380, -2.876, -1.884], [4.587, -0.054, 0.242], [-2.030, -1.883, -1.596], [-2.259, 0.193, 0.648], [5.452, 3.474, -1.110], [-4.750, -0.171, 0.319], [2.599, 4.149, 3.862], [2.392, 2.173, -0.736], [-5.018, 3.230, 0.301], [3.976, -0.561, 0.993], [-5.552, 0.017, -3.856], [0.238, -5.399, -0.326], [-4.474, 0.874, 0.393], [1.336, -3.960, 0.806], [2.669, -6.138, 1.924], [-1.025, 4.328, 1.393], [-4.586, 0.159, -3.389], [-0.310, 0.027, 3.231], [-1.049, -1.804, -0.777], [-2.722, 2.541, 0.709], [2.991, -4.848, 2.320], [-3.425, 4.582, 0.617], [1.929, 3.049, -0.030], [-0.470, 2.057, 1.252], [1.099, -1.605, 0.450], [4.504, 3.429, 0.398], [1.430, -7.344, 0.654], [1.830, -1.333, -3.257], [0.612, -2.786, 0.243], [-2.071, 0.544, -2.157], [-0.899, 0.742, -1.601], [0.961, 2.248, 2.572], [-0.494, -3.020, -0.400], [1.015, -5.258, 0.413], [4.449, 3.485, -0.688], [3.714, 2.338, -1.202], [0.052, 4.389, 1.526], [-2.284, 2.582, -2.754], [-2.685, -0.732, -2.177], [-6.429, 1.611, 0.047], [0.502, -0.765, -2.281], [2.960, 2.115, 3.302], [3.312, 0.449, 1.872], [3.947, 1.288, 2.818], [1.681, -6.339, 0.967], [0.508, -1.189, 2.495], [-1.309, 4.978, 0.566], [-3.713, 3.541, 0.547], [-1.541, 4.678, 2.289], [3.759, -4.685, 3.066], [-0.189, 0.137, 0.244], [-4.494, 2.264, -3.815], [-2.753, 1.606, -2.778], [4.644, -1.201, 1.573], [-4.365, -1.892, -2.822], [4.015, 3.411, 4.614], [5.246, 1.725, -2.452], [2.992, 3.227, 4.294], [3.943, 4.410, -0.956], [-1.482, -1.531, 2.818], [-3.985, 1.419, -3.365], [1.827, 1.736, 2.683], [-3.923, -0.901, -2.809], [2.230, 0.253, -2.050], [3.938, -0.198, -3.353], [-1.146, -2.459, 3.045], [-1.388, 2.894, 1.097], [-2.057, -1.589, 1.985], [-3.094, 1.161, 0.597], [1.737, 1.018, -1.082], [2.022, 0.749, 1.788], [3.534, 0.461, -2.600], [-0.368, -0.678, 2.506], [3.185, -6.984, 2.359], [4.985, 1.282, 3.108], [2.397, 2.988, 5.176], [2.579, -2.752, 2.055], [4.241, 1.501, -2.120], [3.236, -1.174, 0.488], [1.491, -0.766, -2.503]], "atomic_forces_ev_per_a": [[-0.002, 0.002, -0.003], [0.007, 0.018, -0.007], [0.038, 0.080, 0.004], [0.000, -0.005, 0.012], [0.004, -0.012, 0.009], [-0.077, -0.009, -0.007], [-0.030, 0.000, 0.316], [-0.001, -0.011, -0.002], [-0.008, 0.007, 0.003], [0.004, 0.004, -0.001], [0.156, -0.088, 0.103], [-0.017, -0.077, -0.002], [-0.018, 0.032, 0.030], [0.000, -0.002, 0.000], [0.004, -0.009, 0.007], [-0.019, -0.026, 0.004], [0.080, 0.002, 0.014], [-0.013, 0.017, -0.003], [0.014, -0.007, -0.013], [0.008, -0.008, 0.008], [0.018, 0.007, -0.005], [0.093, -0.018, -0.083], [0.072, -0.134, 0.067], [0.000, -0.001, -0.010], [-0.008, -0.012, 0.002], [-0.091, -0.004, 0.015], [-0.151, -0.004, -0.046], [-0.036, -0.071, -0.015], [-0.002, -0.010, -0.001], [-0.005, 0.001, -0.002], [-0.020, -0.027, -0.003], [-0.011, 0.135, -0.014], [0.041, -0.032, 0.011], [-0.015, 0.138, 0.023], [-0.007, 0.027, 0.016], [-0.064, -0.043, -0.017], [-0.023, -0.004, -0.006], [-0.021, -0.010, -0.002], [-0.008, 0.024, -0.010], [-0.002, -0.006, 0.006], [-0.003, -0.006, -0.005], [0.009, -0.002, -0.006], [0.004, -0.001, -0.001], [-0.005, -0.079, -0.029], [0.019, -0.011, -0.017], [0.053, 0.132, -0.050], [-0.001, -0.014, 0.032], [0.013, 0.006, 0.005], [0.000, -0.015, 0.058], [-0.005, -0.001, 0.012], [-0.002, 0.038, -0.001], [-0.010, 0.008, -0.012], [-0.001, 0.001, 0.005], [0.152, -0.218, -0.076], [0.007, 0.007, 0.003], [-0.003, 0.066, -0.006], [-0.012, -0.011, 0.002], [0.007, 0.003, 0.002], [0.001, 0.003, 0.004], [-0.002, -0.006, 0.001], [-0.016, -0.017, -0.016], [-0.001, 0.005, -0.011], [-0.015, -0.047, 0.039], [0.021, 0.002, 0.001], [-0.073, 0.051, -0.094], [0.003, -0.023, 0.000], [-0.032, 0.029, 0.095], [0.003, 0.009, 0.002], [0.004, -0.013, -0.035], [-0.035, 0.064, -0.093], [-0.013, 0.033, -0.015], [0.008, 0.117, -0.107], [0.061, -0.004, -0.171], [0.075, -0.134, 0.074], [0.038, -0.061, -0.057], [-0.062, 0.041, 0.034], [0.003, 0.000, -0.002], [-0.012, -0.013, -0.003], [0.005, 0.005, 0.007], [-0.008, -0.014, 0.004], [0.016, 0.066, 0.005], [-0.008, -0.007, -0.012], [-0.073, 0.146, 0.038]], "mulliken_charge": [0.410, -0.070, -0.475, 0.382, 0.184, -0.680, 0.275, 0.324, 0.448, 0.327, -0.676, -0.971, -1.166, 0.402, 0.449, -0.806, 0.155, -0.394, -1.969, -0.783, 0.302, 1.083, 0.614, -1.075, 0.363, -0.590, 0.016, 0.716, 0.242, 0.393, 0.212, -0.090, -0.144, -0.296, 0.139, -1.161, -0.568, -0.896, 0.420, 0.206, 0.442, 1.137, 0.429, 0.015, 0.893, 0.843, -1.653, -0.700, 0.254, 0.478, -0.835, 0.403, 0.408, -0.855, 0.429, -0.434, 0.456, 0.411, 0.368, 0.322, -1.542, 0.274, -0.989, -0.639, -0.196, -0.668, 0.703, 0.474, 0.274, 1.095, 0.274, 0.318, 1.339, 0.792, -1.176, 0.258, 0.387, 0.475, 0.318, 0.429, -0.261, 0.063, -0.066]}

=====

Record 2
{"formula": "C4H6BClO2S", "method": "ωB97M-V/def2-TZVPD", "e_above_lowest_ev": 0.000, "e_lumo_ev": 0.24, "homo_ev": -8.849, "smiles": "OB(O)c1cccs1.Cl", "spin_multiplicity": 1, "energy_ha": -1189.82640, "species": ["C", "S", "C", "C", "H", "O", "O", "B", "H", "H", "C", "H", "H", "Cl", "H"], "positions_angstrom": [[1.002, -0.088, -1.054], [1.122, 1.030, 1.295], [0.258, 0.673, -0.162], [2.238, -0.421, -0.464], [3.312, 0.072, 1.395], [-1.546, 1.250, -1.653], [-1.898, 1.481, 0.836], [-1.170, 1.171, -0.326], [0.795, -0.377, -2.037], [-1.201, -0.634, 2.750], [2.433, 0.093, 0.744], [-2.862, 1.704, 0.620], [2.880, -0.954, -1.147], [-1.951, -1.300, 1.899], [-2.358, 1.730, -1.849]], "atomic_forces_ev_per_a": [[-0.074, 1.356, 2.952], [-0.320, -0.733, -0.813], [0.149, -0.159, -0.342], [0.045, -0.709, -2.442], [-0.267, -0.229, -0.522], [-0.666, 0.371, 0.486], [-1.753, 0.676, -2.070], [-0.462, 0.262, 0.203], [-0.867, -0.258, -1.138], [-0.572, -0.445, -0.757], [1.432, 0.670, 2.230], [2.059, -0.413, 0.609], [0.808, -0.282, 0.713], [0.518, 0.089, 0.837], [-0.030, -0.196, 0.054]], "mulliken_charge": [-0.566, -0.050, 0.214, -0.415, 0.345, -0.531, -0.499, 0.635, 0.507, 0.250, -0.450, 0.242, 0.337, -0.275, 0.256]}

=====

Record 3
{"formula": "C5H14", "method": "ωB97M-V/def2-TZVPD", "e_above_lowest_ev": 0.405, "e_lumo_ev": 1.16, "homo_ev": -11.231, "smiles": "CCC.CC", "spin_multiplicity": 1, "energy_ha": -198.87428, "species": ["H", "H", "H", "C", "H", "H", "H", "H", "H", "C", "C", "C", "H", "H", "C", "H", "H", "H", "H"], "positions_angstrom": [[-1.943, -2.620, -0.303], [0.147, -0.048, 1.210], [-1.086, 2.203, -0.947], [0.635, -0.978, 1.403], [0.013, -3.082, 1.007], [1.934, 1.789, -1.019], [-0.238, 1.217, -1.937], [0.892, -1.119, 2.455], [1.553, -1.067, 0.824], [1.054, 2.219, -0.556], [-1.204, -1.835, -0.202], [-0.143, 2.225, -1.499], [-0.472, -1.826, -1.018], [-1.138, -2.148, 1.869], [-0.384, -2.067, 1.089], [-0.114, 2.968, -2.289], [0.778, 1.758, 0.385], [1.325, 3.231, -0.256], [-1.608, -0.821, -0.217]], "atomic_forces_ev_per_a": [[-0.204, 0.148, -0.336], [0.007, 0.828, 0.173], [0.024, 0.942, 0.047], [-0.146, -1.570, 0.367], [0.456, 0.160, 0.151], [0.132, -0.330, 0.135], [0.397, 0.317, -0.438], [0.172, 0.551, -0.019], [-0.091, 0.094, -0.180], [-0.358, 1.077, 0.120], [1.660, 0.493, 0.268], [-0.400, -1.668, 0.252], [-0.376, -0.362, -0.292], [0.134, 0.202, 0.494], [-1.136, -0.477, -0.735], [-0.102, 0.069, 0.057], [0.295, -0.510, -0.056], [0.043, 0.189, -0.158], [-0.505, -0.153, 0.151]], "mulliken_charge": [0.338, 0.046, 0.279, -0.788, 0.336, 0.244, 0.224, 0.311, 0.333, -0.678, -1.051, -0.828, 0.275, 0.286, -0.356, 0.312, 0.131, 0.323, 0.261]}